A single C11H22N2O3 molecule at a distorted geometry. Source: the OMol25 dataset; level of theory: ωB97M-V/def2-TZVPD.

```
38
Properties=species:S:1:pos:R:3
C 6.18505 -1.27013 -0.78162
C 4.97280 -1.39088 0.11981
O 4.89088 -2.27129 0.90528
N 3.95476 -0.46877 -0.03070
C 3.49462 0.14444 1.21928
C 2.54986 1.33715 1.00890
C 1.65130 1.25755 -0.23505
C 0.18493 1.04641 0.15824
N -0.63948 0.94728 -1.07429
C -1.34554 -0.28325 -1.07620
O -0.97410 -1.20001 -1.68191
O -2.47780 -0.38481 -0.31218
C -3.56066 0.37747 -0.87570
C -4.81987 0.00859 -0.12978
C -4.56789 -0.02605 1.37240
C -5.35306 -1.36404 -0.56506
H 7.04899 -1.48654 -0.17129
H 6.07840 -2.03737 -1.53610
H 6.26427 -0.29137 -1.23758
H 4.16381 0.21833 -0.74304
H 3.08578 -0.59707 1.88587
H 4.37464 0.52861 1.74152
H 1.88999 1.35636 1.87381
H 3.12587 2.25265 1.06662
H 1.89938 0.44615 -0.90961
H 1.74479 2.19288 -0.77481
H -0.10012 1.87059 0.80580
H 0.17412 0.12213 0.72754
H -1.30758 1.71084 -1.05066
H -3.36058 1.44163 -0.71316
H -3.63422 0.19693 -1.94696
H -5.59779 0.74279 -0.31251
H -5.50211 -0.18186 1.89779
H -3.91251 -0.84049 1.65335
H -4.13468 0.91511 1.69629
H -5.44279 -1.40865 -1.64302
H -4.66574 -2.11398 -0.19567
H -6.33774 -1.49733 -0.13558
```

Results
LUMO energy in eV: 0.69
Largest force on an atom in Eh/bohr: 0.065
Highest occupied orbital energy in eV: -9.5
Total energy in eV: -20886.0858
Charge: 0
Relative energy (zero: lowest compared OMol25 entry of this formula, charge and spin) in kJ/mol: 237.9

Charge distribution, natural (NBO) scheme, values in e: atom 1 (C): -0.7177, atom 2 (C): 0.6942, atom 3 (O): -0.5846, atom 4 (N): -0.6366, atom 5 (C): -0.2086, atom 6 (C): -0.4176, atom 7 (C): -0.4124, atom 8 (C): -0.2100, atom 9 (N): -0.6876, atom 10 (C): 0.9042, atom 11 (O): -0.5140, atom 12 (O): -0.5535, atom 13 (C): -0.0646, atom 14 (C): -0.2353, atom 15 (C): -0.6011, atom 16 (C): -0.6018, atom 17 (H): 0.2429, atom 18 (H): 0.2411, atom 19 (H): 0.2044, atom 20 (H): 0.3683, atom 21 (H): 0.2141, atom 22 (H): 0.1754, atom 23 (H): 0.2076, atom 24 (H): 0.2064, atom 25 (H): 0.2262, atom 26 (H): 0.2014, atom 27 (H): 0.1878, atom 28 (H): 0.1957, atom 29 (H): 0.3682, atom 30 (H): 0.1594, atom 31 (H): 0.1863, atom 32 (H): 0.2037, atom 33 (H): 0.2088, atom 34 (H): 0.2187, atom 35 (H): 0.2026, atom 36 (H): 0.2047, atom 37 (H): 0.2156, atom 38 (H): 0.2077

---

A molecular structure, C11H22N3O5S2 at a distorted geometry. Source: the OMol25 dataset; level of theory: ωB97M-V/def2-TZVPD.

```
43
Properties=species:S:1:pos:R:3
O 2.18559 2.69515 1.76197
S 1.74678 2.63825 3.12786
O 1.39330 1.33742 3.61905
N 0.62814 3.69010 3.54425
S -0.27316 4.24396 2.32665
O -0.69989 3.25636 1.38297
O 0.24520 5.46191 1.77185
C -1.73590 4.69384 3.26329
C -2.31558 3.44974 3.92877
C -3.66304 3.00372 3.35816
O -3.82266 3.35688 1.99630
H 2.80588 3.01794 3.87922
H -1.43629 5.40082 4.01312
H -2.43756 5.18135 2.61483
H -1.62634 2.64175 3.78078
H -2.39231 3.56528 4.99419
H -4.45384 3.42309 3.97263
H -3.69960 1.92650 3.43759
H -4.72901 3.64500 1.89080
C 1.34181 -0.70318 0.23079
C 2.74363 -0.33871 -0.23393
C 3.07311 -0.89426 -1.62536
C 3.00671 -2.35666 -1.64543
N 2.95188 -3.48947 -1.65934
H 1.21923 -1.78510 0.33029
H 1.14430 -0.25779 1.20545
H 0.58643 -0.33500 -0.46645
H 3.47002 -0.70873 0.49201
H 2.83857 0.74738 -0.25481
H 4.07735 -0.59625 -1.92743
H 2.37067 -0.50710 -2.36477
C 0.08054 -3.36967 -3.76492
C -0.06842 -4.86556 -3.52781
C -0.42224 -5.64522 -4.79968
C -1.69868 -5.20015 -5.36217
N -2.68611 -4.85276 -5.79753
H -0.85232 -2.91869 -4.10764
H 0.36520 -2.87173 -2.83984
H 0.85308 -3.16645 -4.50941
H -0.83594 -5.03604 -2.77089
H 0.86799 -5.25645 -3.12731
H -0.49886 -6.71042 -4.58270
H 0.35231 -5.51106 -5.55540
```

Results
LUMO energy in eV: 2.47
Largest force on an atom in Eh/bohr: 0.038
Highest occupied orbital energy in eV: -5.5
Total energy in eV: -48142.2767
Charge: -1

Charge distribution, natural (NBO) scheme, values in e: atom 1 (O): -0.9893, atom 2 (S): 2.1890, atom 3 (O): -1.0043, atom 4 (N): -1.2672, atom 5 (S): 2.3283, atom 6 (O): -0.9763, atom 7 (O): -0.9910, atom 8 (C): -0.6671, atom 9 (C): -0.4365, atom 10 (C): -0.0544, atom 11 (O): -0.7102, atom 12 (H): -0.0770, atom 13 (H): 0.2209, atom 14 (H): 0.2366, atom 15 (H): 0.2419, atom 16 (H): 0.2007, atom 17 (H): 0.1400, atom 18 (H): 0.1607, atom 19 (H): 0.4595, atom 20 (C): -0.6198, atom 21 (C): -0.3832, atom 22 (C): -0.5147, atom 23 (C): 0.3191, atom 24 (N): -0.3842, atom 25 (H): 0.1928, atom 26 (H): 0.2583, atom 27 (H): 0.2022, atom 28 (H): 0.2028, atom 29 (H): 0.2401, atom 30 (H): 0.2423, atom 31 (H): 0.2420, atom 32 (C): -0.6130, atom 33 (C): -0.3823, atom 34 (C): -0.5085, atom 35 (C): 0.2951, atom 36 (N): -0.3471, atom 37 (H): 0.2109, atom 38 (H): 0.2287, atom 39 (H): 0.1996, atom 40 (H): 0.2066, atom 41 (H): 0.2247, atom 42 (H): 0.2437, atom 43 (H): 0.2397

---

A molecular structure, C11H22N6O5RuS2 at a distorted geometry. Source: the OMol25 dataset; level of theory: ωB97M-V/def2-TZVPD.

```
47
Properties=species:S:1:pos:R:3
O -2.77747 -2.26859 -1.93670
H -3.55268 -2.77438 -1.48862
Ru -0.37025 -0.13365 -0.18063
N 1.51840 -0.52435 -0.37803
N -0.15738 -0.30729 -2.22783
O 2.53282 -0.37858 0.59767
O -0.99155 -0.00650 -3.26263
C 2.00914 -0.85700 -1.59694
C 1.07264 -0.74135 -2.64550
C 3.47551 -1.02761 -1.65642
C 1.29677 -0.82602 -4.11165
H 3.77663 -1.85671 -1.03365
H 3.99971 -0.12443 -1.35525
H 3.76727 -1.24279 -2.67689
H 1.07615 0.10694 -4.62836
H 0.69175 -1.60376 -4.57706
H 2.35296 -1.05442 -4.29871
H 2.00734 -0.20657 1.46358
H -1.96144 -0.03828 -2.89727
O 0.22480 2.29802 -0.52090
H 1.10124 2.63471 -0.25053
H -0.10113 2.86898 -1.27432
C -1.08125 -1.81532 0.04863
H -2.16685 -1.67823 0.04561
H -0.94745 -2.26989 -0.96452
H -0.66338 -2.46185 0.90063
O 1.08795 -2.87563 3.74041
H 1.51552 -3.56936 3.21122
H 0.23272 -3.29290 4.01156
N 1.22225 -0.16397 2.82771
C 0.04936 0.60085 2.81484
N -0.73633 0.69672 1.79199
C -1.82918 1.49993 1.97393
C -1.76470 2.17704 3.19089
S -0.36325 1.73242 4.06325
C -2.74777 1.58446 0.88859
C -3.90827 2.34925 0.70588
S -4.59105 1.99322 -0.79908
C -3.35289 0.82442 -1.13682
N -2.38990 0.85374 -0.19527
N -3.35971 0.08125 -2.16869
H 1.80186 0.17904 3.58374
H 1.06022 -1.19400 3.01357
H -2.50989 2.90807 3.46952
H -4.23046 3.04587 1.45890
H -4.12812 0.17170 -2.80843
H -3.11351 -1.35183 -1.86285
```

Results
LUMO energy (alpha / beta) in eV: -3.74 / -5.87
Largest force on an atom in Eh/bohr: 0.080
2S+1: 6
Highest occupied orbital energy (alpha / beta) in eV: -7.5 / -10.4
Total energy in eV: -55180.7327
Charge: +1
⟨S²⟩: 8.796

Charge distribution, natural (NBO) scheme, values in e: atom 1 (O): -0.9540, atom 2 (H): 0.4616, atom 3 (Ru): 1.0556, atom 4 (N): -0.2907, atom 5 (N): -0.2371, atom 6 (O): -0.6118, atom 7 (O): -0.5754, atom 8 (C): 0.1990, atom 9 (C): 0.1361, atom 10 (C): -0.6529, atom 11 (C): -0.6551, atom 12 (H): 0.2408, atom 13 (H): 0.2419, atom 14 (H): 0.2203, atom 15 (H): 0.2382, atom 16 (H): 0.2425, atom 17 (H): 0.2189, atom 18 (H): 0.4775, atom 19 (H): 0.4812, atom 20 (O): -0.9596, atom 21 (H): 0.5072, atom 22 (H): 0.5086, atom 23 (C): -0.7661, atom 24 (H): 0.2250, atom 25 (H): 0.2897, atom 26 (H): 0.2112, atom 27 (O): -0.9545, atom 28 (H): 0.4962, atom 29 (H): 0.4933, atom 30 (N): -0.8496, atom 31 (C): 0.2701, atom 32 (N): -0.4860, atom 33 (C): 0.0639, atom 34 (C): -0.4021, atom 35 (S): 0.4886, atom 36 (C): 0.1955, atom 37 (C): -0.3668, atom 38 (S): 0.5011, atom 39 (C): 0.2774, atom 40 (N): -0.5088, atom 41 (N): -0.7057, atom 42 (H): 0.4020, atom 43 (H): 0.4606, atom 44 (H): 0.2581, atom 45 (H): 0.2609, atom 46 (H): 0.4028, atom 47 (H): 0.4503

---

A molecular structure, C11H22N6O5S2Yb at a distorted geometry. Source: the OMol25 dataset; level of theory: ωB97M-V/def2-TZVPD.

```
47
Properties=species:S:1:pos:R:3
O -2.67774 -3.67353 0.15978
H -1.99213 -3.50475 0.80857
Yb -0.29016 -0.40703 0.26034
N 1.44095 0.11376 -1.42166
N 0.10631 -2.09752 -1.59797
O 2.19297 1.29629 -1.45809
O -0.38690 -3.28158 -1.65343
C 1.76243 -0.65227 -2.48879
C 0.91672 -1.77388 -2.66755
C 2.89743 -0.37593 -3.42268
C 1.09394 -2.72747 -3.79328
H 3.64919 0.29537 -2.99863
H 2.57245 0.07169 -4.37642
H 3.42043 -1.30387 -3.70255
H 0.25995 -3.42282 -3.78025
H 2.01490 -3.30771 -3.68327
H 1.12849 -2.24882 -4.76889
H 2.11589 1.71970 -0.55172
H -2.15405 -3.53896 -0.70446
O -1.42375 1.12345 -1.23689
H -0.93020 1.67055 -1.88332
H -2.19444 1.66073 -1.00473
C 1.22897 -0.92386 1.64783
H 1.17004 -0.21492 2.51335
H 2.25505 -0.95132 1.22523
H 0.89715 -1.91678 1.87725
O 4.01593 0.61932 2.59450
H 4.46310 -0.10205 2.10998
H 3.62728 0.16108 3.34325
N 2.07060 2.18532 1.09707
C 0.80429 2.54643 1.54253
N -0.23484 1.74307 1.50237
C -1.40040 2.37051 1.96225
C -1.20400 3.69532 2.32077
S 0.44348 4.16847 2.07434
C -2.61840 1.61455 1.95852
C -3.85628 1.97793 2.48772
S -5.02783 0.75609 2.25562
C -3.80919 -0.18765 1.39595
N -2.60564 0.34475 1.37344
N -4.24650 -1.32275 0.77739
H 2.73379 2.95539 1.14255
H 2.48472 1.33385 1.52796
H -1.97865 4.35990 2.69571
H -4.06237 2.92059 2.95843
H -5.06185 -1.75240 1.19775
H -3.61112 -2.01624 0.38412
```

Results
LUMO energy (alpha / beta) in eV: -2.97 / -2.98
Largest force on an atom in Eh/bohr: 0.063
2S+1: 2
Highest occupied orbital energy (alpha / beta) in eV: -10.0 / -10.0
Total energy in eV: -84135.3332
Charge: +1
Relative energy (zero: lowest compared OMol25 entry of this formula, charge and spin) in kJ/mol: 0.0
⟨S²⟩: 0.757

Charge distribution, natural (NBO) scheme, values in e: atom 1 (O): -0.9525, atom 2 (H): 0.4623, atom 3 (Yb): 2.0433, atom 4 (N): -0.3357, atom 5 (N): -0.1377, atom 6 (O): -0.6072, atom 7 (O): -0.5560, atom 8 (C): 0.2964, atom 9 (C): 0.0305, atom 10 (C): -0.6952, atom 11 (C): -0.6752, atom 12 (H): 0.2567, atom 13 (H): 0.2541, atom 14 (H): 0.2457, atom 15 (H): 0.2628, atom 16 (H): 0.2280, atom 17 (H): 0.2240, atom 18 (H): 0.4839, atom 19 (H): 0.5162, atom 20 (O): -0.9453, atom 21 (H): 0.5242, atom 22 (H): 0.5141, atom 23 (C): -1.3876, atom 24 (H): 0.2296, atom 25 (H): 0.2499, atom 26 (H): 0.2314, atom 27 (O): -0.9483, atom 28 (H): 0.4877, atom 29 (H): 0.4863, atom 30 (N): -0.8615, atom 31 (C): 0.2735, atom 32 (N): -0.5941, atom 33 (C): 0.1076, atom 34 (C): -0.4094, atom 35 (S): 0.4662, atom 36 (C): 0.0817, atom 37 (C): -0.4143, atom 38 (S): 0.4451, atom 39 (C): 0.3031, atom 40 (N): -0.6287, atom 41 (N): -0.7942, atom 42 (H): 0.4142, atom 43 (H): 0.4643, atom 44 (H): 0.2605, atom 45 (H): 0.2543, atom 46 (H): 0.4090, atom 47 (H): 0.4364

---

2 unconnected molecules or ions with the total composition C11H22NO3 at a distorted geometry. Source: the OMol25 dataset; level of theory: ωB97M-V/def2-TZVPD.

```
37
Properties=species:S:1:pos:R:3
C 4.77995 0.84370 1.29359
C 4.86180 -0.03178 0.07339
O 5.92702 -0.28103 -0.46335
O 3.68946 -0.50381 -0.48343
C 2.82994 -1.24172 0.37162
C 1.35993 -0.75583 0.20220
C 1.24917 0.69906 -0.21874
C 0.10272 1.27191 0.63407
N -0.42933 0.17857 1.50944
C 0.63668 -0.89162 1.53779
H 5.64267 0.61656 1.89510
H 4.78083 1.88798 1.02232
H 3.90841 0.65976 1.90765
H 3.13012 -1.16223 1.40788
H 2.93692 -2.27685 0.08313
H 0.92127 -1.44502 -0.50270
H 1.09125 0.81226 -1.27672
H 2.10121 1.30754 0.02801
H -0.69335 1.76419 0.10409
H 0.54342 1.98012 1.31825
H -1.39095 -0.10534 1.30651
H -0.47078 0.57564 2.44250
H 0.25986 -1.90080 1.60249
H 1.22705 -0.68606 2.41535
C -3.69144 -0.53008 -2.37912
C -4.83680 -0.15487 -1.44047
C -4.12760 -0.05662 -0.09993
O -2.78156 0.37722 -0.38805
C -2.53904 0.27817 -1.80524
H -3.88608 -0.29545 -3.42269
H -3.47935 -1.59836 -2.30359
H -5.24760 0.81618 -1.72123
H -5.64905 -0.87742 -1.43080
H -4.07933 -1.03092 0.39701
H -4.59510 0.65687 0.57769
H -2.51551 1.28952 -2.22134
H -1.56682 -0.18942 -1.97270
```

Results
LUMO energy in eV: -3.14
Largest force on an atom in Eh/bohr: 0.049
Highest occupied orbital energy in eV: -13.1
Total energy in eV: -19389.4060
Charge: +1
Relative energy (zero: lowest compared OMol25 entry of this formula, charge and spin) in kJ/mol: 127.8

Charge distribution, natural (NBO) scheme, values in e: atom 1 (C): -0.7397, atom 2 (C): 0.7886, atom 3 (O): -0.5052, atom 4 (O): -0.5301, atom 5 (C): -0.0504, atom 6 (C): -0.2633, atom 7 (C): -0.4167, atom 8 (C): -0.2266, atom 9 (N): -0.5037, atom 10 (C): -0.2211, atom 11 (H): 0.2614, atom 12 (H): 0.2564, atom 13 (H): 0.1972, atom 14 (H): 0.1746, atom 15 (H): 0.2089, atom 16 (H): 0.2330, atom 17 (H): 0.2513, atom 18 (H): 0.2369, atom 19 (H): 0.2581, atom 20 (H): 0.2132, atom 21 (H): 0.4688, atom 22 (H): 0.4317, atom 23 (H): 0.2465, atom 24 (H): 0.2164, atom 25 (C): -0.4306, atom 26 (C): -0.4316, atom 27 (C): -0.0712, atom 28 (O): -0.6002, atom 29 (C): -0.0703, atom 30 (H): 0.2375, atom 31 (H): 0.2081, atom 32 (H): 0.2150, atom 33 (H): 0.2363, atom 34 (H): 0.1673, atom 35 (H): 0.1964, atom 36 (H): 0.1807, atom 37 (H): 0.1766

---

2 unconnected molecules or ions with the total composition C11H22O6S. Source: the OMol25 dataset; level of theory: ωB97M-V/def2-TZVPD.

```
40
Properties=species:S:1:pos:R:3
C 0.07072 3.70629 1.62279
C 0.75426 3.00162 0.44557
C 0.12837 3.36343 -0.90533
C 0.87277 1.47865 0.68498
C 2.15364 0.91060 0.07068
C -0.30375 0.65316 0.18775
O -1.54185 1.22901 0.60617
C -2.55821 0.38460 1.00140
S -3.03104 0.68591 2.74466
O -3.66057 0.51576 0.11610
C -3.83283 1.74382 -0.44527
O -4.20169 1.87263 -1.56195
H -0.23483 4.71987 1.35536
H -0.80158 3.15472 1.97616
H 0.76444 3.78656 2.46349
H 1.78721 3.36665 0.41628
H -0.07906 4.43481 -0.94106
H -0.81745 2.85102 -1.08763
H 0.80430 3.14502 -1.73560
H 0.93395 1.32565 1.76897
H 2.23035 -0.17012 0.21154
H 3.01880 1.36250 0.55922
H 2.22313 1.14774 -0.99398
H -0.19488 -0.36186 0.58765
H -0.27822 0.56570 -0.90488
H -2.26595 -0.66605 0.94938
H -3.59498 1.87713 2.50714
H -3.71844 2.58934 0.24932
C -0.83217 -4.07751 -0.09928
O -0.01266 -4.73590 -1.06674
C 1.27474 -4.39324 -1.00585
O 1.75347 -3.59424 -0.24123
O 1.93661 -5.07840 -1.93448
C 3.34090 -4.80212 -1.98394
H -1.84625 -4.42768 -0.26601
H -0.51682 -4.33240 0.91105
H -0.78686 -2.99798 -0.23690
H 3.81318 -5.05457 -1.03659
H 3.51542 -3.75198 -2.21018
H 3.73384 -5.42816 -2.77876
```

Results
LUMO energy in eV: 0.53
Largest force on an atom in Eh/bohr: 0.013
Highest occupied orbital energy in eV: -9.7
Total energy in eV: -34883.3948
Charge: 0

Charge distribution, natural (NBO) scheme, values in e: atom 1 (C): -0.6068, atom 2 (C): -0.2116, atom 3 (C): -0.6165, atom 4 (C): -0.2330, atom 5 (C): -0.6079, atom 6 (C): -0.0592, atom 7 (O): -0.5635, atom 8 (C): 0.2723, atom 9 (S): -0.0453, atom 10 (O): -0.5335, atom 11 (C): 0.6558, atom 12 (O): -0.5247, atom 13 (H): 0.2048, atom 14 (H): 0.2149, atom 15 (H): 0.2058, atom 16 (H): 0.1974, atom 17 (H): 0.2122, atom 18 (H): 0.2092, atom 19 (H): 0.2068, atom 20 (H): 0.2027, atom 21 (H): 0.2184, atom 22 (H): 0.2148, atom 23 (H): 0.2044, atom 24 (H): 0.1819, atom 25 (H): 0.1824, atom 26 (H): 0.1869, atom 27 (H): 0.1224, atom 28 (H): 0.1082, atom 29 (C): -0.2544, atom 30 (O): -0.4902, atom 31 (C): 0.9789, atom 32 (O): -0.6502, atom 33 (O): -0.4903, atom 34 (C): -0.2555, atom 35 (H): 0.2000, atom 36 (H): 0.1928, atom 37 (H): 0.1850, atom 38 (H): 0.1936, atom 39 (H): 0.1930, atom 40 (H): 0.1978